Entry from the OMol25 dataset: one molecule with the formula C4H6O2 at a distorted geometry (ωB97M-V/def2-TZVPD).

Each line ends with the Mulliken charge.
Geometry (Å):
C 0.483 -1.320 0.099  -0.31
O 1.602 -0.456 0.329  -0.39
C 0.761 0.641 0.694  -0.58
C -0.401 -0.124 -0.059  0.62
C -1.134 0.683 -1.003  -0.49
O -1.772 0.050 0.127  -0.51
H 0.648 -2.026 -0.714  0.29
H 0.199 -1.830 1.030  0.23
H 0.560 0.730 1.770  0.23
H 1.251 1.595 0.388  0.37
H -0.622 1.591 -0.685  0.24
H -1.576 0.464 -1.976  0.29

* spin multiplicity: 1
* energy above the lowest of the compared OMol25 structures with the same formula, charge and spin: 91.03 kcal per mole
* largest force on an atom: 0.0481 hartree/bohr
* lowest unoccupied orbital energy: 1.00 eV
* SMILES: C1OCC12CO2
* DFT total energy: -8336.514 eV